(1)
This record from the Open Molecules 2025 dataset describes a gas-phase ion, C5H4NO2 (charge -1). The level of theory is ωB97M-V with the def2-TZVPD basis set.

Last column: Mulliken charge in e.
Geometry (Å):
C (0.6299, 1.6322, 0.4467)  -0.398
C (0.0289, 0.6649, -0.1731)  -0.098
C (-0.3915, 0.9972, 2.2409)  0.570
C (-0.3663, -0.1605, -1.1495)  0.240
C (0.0125, -1.6419, -1.0830)  -0.961
N (0.1672, 1.9625, 1.8329)  -0.473
O (-1.0282, 0.3146, -2.1269)  -0.766
O (-0.9387, 0.1372, 2.7998)  -0.438
H (1.3881, 2.2876, 0.2045)  0.527
H (-0.6607, -2.4840, -1.3359)  0.324
H (0.1987, -1.9180, -0.0019)  0.252
H (0.9601, -1.7918, -1.6544)  0.220

Computed properties:
LUMO energy   3.9 eV
E_HOMO   -2.88 eV
Orbital gap   6.8 eV
Net charge   -1

(2)
This record from the Open Molecules 2025 dataset describes 2 unconnected molecules or ions with the total composition C5H4NO2. The level of theory is ωB97M-V with the def2-TZVPD basis set.

Last column: Mulliken charge in e.
Geometry (Å):
C (2.7444, 1.8014, 0.0209)  -0.074
C (1.9479, -1.8551, 0.0317)  0.395
C (0.0383, -0.0780, -0.7098)  -0.581
C (0.1690, -0.0883, 0.8315)  -0.690
C (1.3665, -0.3868, -0.0415)  0.618
N (3.2339, 2.8464, 0.0066)  -0.495
O (0.9546, -2.6187, 0.0614)  -0.645
O (3.1275, -2.0451, -0.0178)  -0.638
H (-0.3379, -0.8802, -1.2535)  0.272
H (0.0042, 0.7403, -1.3615)  0.291
H (0.0041, 0.7941, 1.2735)  0.324
H (-0.3133, -0.8388, 1.4579)  0.224

Computed properties:
LUMO energy (alpha / beta)   2.5 / 2.5 eV
E_HOMO (alpha / beta)   -5.77 / -5.77 eV
Orbital gap (alpha / beta)   8.2 / 8.2 eV
Net charge   -1

(3)
This record from the Open Molecules 2025 dataset describes 2 unconnected molecules or ions with the total composition C5H4O. The level of theory is ωB97M-V with the def2-TZVPD basis set.

Last column: Mulliken charge in e.
Geometry (Å):
C (2.7767, 1.1570, -0.1553)  -0.251
C (1.9641, 0.1393, 0.1698)  -0.307
C (3.2880, -0.2001, 0.0425)  0.564
C (-1.3021, -0.9248, -0.0639)  -0.364
C (-0.6347, -0.0644, 0.6235)  -0.329
O (4.1946, -1.0206, 0.0186)  -0.547
H (2.9784, 2.1702, -0.2812)  0.357
H (-2.3040, -0.6788, -0.0720)  0.302
H (-0.7893, -1.8376, -0.4611)  0.248
H (-0.7337, 0.8961, 1.0371)  0.327

Computed properties:
LUMO energy (alpha / beta)   0.0 / -1.2 eV
E_HOMO (alpha / beta)   -8.71 / -8.38 eV
Orbital gap (alpha / beta)   8.7 / 7.2 eV
Net charge   0

(4)
This record from the Open Molecules 2025 dataset describes a single C5H4O molecule. The level of theory is ωB97M-V with the def2-TZVPD basis set.

Last column: Mulliken charge in e.
Geometry (Å):
C (-1.3238, 0.8587, -1.7407)  -0.069
C (-0.3762, 0.7655, -0.9899)  -0.599
C (0.7183, 0.2844, -0.1925)  0.287
O (1.4640, -0.7173, -0.6982)  -0.487
C (0.1782, -0.0740, 1.2785)  -0.428
C (-0.1784, -0.6509, 2.2736)  -0.187
H (-2.0557, 0.7123, -2.4038)  0.472
H (1.4973, 1.0131, 0.0122)  0.243
H (0.8340, -1.4925, -0.6600)  0.385
H (-0.7577, -0.6994, 3.1208)  0.384

Computed properties:
LUMO energy   0.8 eV
SMILES   C#CC(O)C#C
E_HOMO   -10.40 eV
Orbital gap   11.2 eV
Net charge   0

(5)
This record from the Open Molecules 2025 dataset describes a single C5H4O molecule. The level of theory is ωB97M-V with the def2-TZVPD basis set.

Last column: Mulliken charge in e.
Geometry (Å):
C (3.0871, 1.1036, 0.5802)  -0.047
C (2.0768, 0.7582, 0.0214)  -0.204
C (0.8601, 0.2767, -0.4157)  0.543
C (-0.2231, -0.2477, -0.5192)  -0.493
C (-1.5182, -0.8989, -0.2894)  -0.567
O (-2.6259, -0.0413, -0.4229)  -0.503
H (3.9480, 1.3859, 1.1402)  0.433
H (-1.6784, -1.7327, -0.9757)  0.285
H (-1.4463, -1.3219, 0.7252)  0.227
H (-2.4801, 0.7181, 0.1559)  0.326

Computed properties:
LUMO energy   0.7 eV
SMILES   C#CC#CCO
E_HOMO   -9.51 eV
Orbital gap   10.2 eV
Net charge   0

(6)
This record from the Open Molecules 2025 dataset describes a single C5H4O molecule. The level of theory is ωB97M-V with the def2-TZVPD basis set.

Last column: Mulliken charge in e.
Geometry (Å):
C (1.7467, 0.4002, 0.8797)  -0.592
C (1.6931, 0.6879, -0.4180)  -0.183
C (0.6795, 0.3942, -1.1737)  0.472
C (-0.4752, -0.0950, -1.4156)  -0.485
C (-1.3107, -0.7274, -0.5717)  0.076
O (-2.2650, -0.1508, 0.1637)  -0.432
H (0.8475, -0.1129, 1.2638)  0.158
H (2.5366, 0.5963, 1.5944)  0.263
H (-1.2935, -1.8054, -0.4271)  0.352
H (-2.1588, 0.8129, 0.1044)  0.371

Computed properties:
LUMO energy   0.2 eV
SMILES   C=C=C=C=CO
E_HOMO   -8.45 eV
Orbital gap   8.6 eV
Net charge   0

(7)
This record from the Open Molecules 2025 dataset describes a molecular structure, C5H4O2. The level of theory is ωB97M-V with the def2-TZVPD basis set.

Last column: Mulliken charge in e.
Geometry (Å):
O (-1.5930, 0.8012, 0.2749)  -0.528
C (-0.6943, -0.0956, 0.5840)  0.612
C (0.7983, 0.2230, 0.8914)  -0.573
C (0.9529, 0.3939, -0.5967)  -0.161
C (-0.1385, -0.1858, -1.1882)  -0.475
C (-0.7494, -1.2599, -0.3027)  0.377
O (-1.0788, -2.3982, -0.4280)  -0.462
H (0.9274, 1.1631, 1.4303)  0.285
H (1.3377, -0.5815, 1.3925)  0.288
H (1.4755, 1.2318, -1.0553)  0.310
H (-1.2378, 0.7079, -1.0021)  0.326

Computed properties:
LUMO energy   -0.2 eV
E_HOMO   -9.23 eV
Orbital gap   9.1 eV
Net charge   0

(8)
This record from the Open Molecules 2025 dataset describes a single C5H4O2 molecule. The level of theory is ωB97M-V with the def2-TZVPD basis set.

Last column: Mulliken charge in e.
Geometry (Å):
O (-2.6745, -0.6811, -0.2173)  -0.491
C (-1.9803, 0.3451, 0.1182)  -0.105
C (-0.5894, 0.1323, -0.0733)  0.763
C (0.5328, 0.9969, -0.1337)  -0.751
C (1.6496, 0.0885, -0.1507)  -0.128
C (1.0883, -1.1362, 0.0208)  -0.211
O (-0.2666, -1.0631, -0.0375)  -0.226
H (-2.5488, 1.3548, 0.3046)  0.261
H (0.5163, 2.1281, 0.0688)  0.262
H (2.7747, 0.0977, -0.1780)  0.328
H (1.4980, -2.2630, 0.2781)  0.296

Computed properties:
LUMO energy   0.0 eV
SMILES   O=Cc1ccco1
E_HOMO   -9.08 eV
Orbital gap   9.0 eV
Net charge   0

(9)
This record from the Open Molecules 2025 dataset describes a single C5H4O2S molecule. The level of theory is ωB97M-V with the def2-TZVPD basis set.

Last column: Mulliken charge in e.
Geometry (Å):
O (3.1926, -0.7374, -0.0182)  -0.513
C (2.0363, -1.2136, -0.0054)  -0.046
C (0.9475, -0.2168, 0.0118)  0.572
C (1.3840, 1.1910, -0.0220)  0.053
O (0.6400, 2.1476, -0.0060)  -0.483
C (-0.3377, -0.6472, 0.0611)  -0.187
C (-1.5402, 0.2043, 0.1411)  -0.461
S (-3.0032, -0.3482, -0.0637)  -0.205
H (1.7581, -2.3272, -0.0074)  0.258
H (2.5296, 1.1900, -0.2293)  0.313
H (-0.4107, -1.7221, 0.1059)  0.292
H (-1.4268, 1.2424, 0.2234)  0.406

Computed properties:
LUMO energy   -2.1 eV
SMILES   O=CC(C=O)=CC=S
E_HOMO   -9.32 eV
Orbital gap   7.2 eV
Net charge   0

(10)
This record from the Open Molecules 2025 dataset describes a single C5H4O2S molecule. The level of theory is ωB97M-V with the def2-TZVPD basis set.

Last column: Mulliken charge in e.
Geometry (Å):
O (0.2308, -0.1805, -2.7387)  -0.408
C (0.9407, -0.4136, -1.8004)  -0.158
C (0.5097, -0.4211, -0.3455)  0.710
O (-1.2193, -0.7794, -0.3298)  -0.424
C (-1.6147, -0.0033, 0.6519)  -0.054
C (-0.6751, 0.7007, 1.3342)  -0.957
C (0.6098, 0.4618, 0.7632)  -0.252
S (1.3374, -1.2751, 0.9241)  -0.161
H (2.0449, -0.5036, -1.9049)  0.301
H (-2.6581, -0.1098, 0.6951)  0.452
H (-0.9217, 1.4107, 2.0367)  0.430
H (1.4155, 1.1133, 0.7140)  0.520

Computed properties:
LUMO energy   0.1 eV
SMILES   O=C[C@]12OC=C[C@H]1S2
E_HOMO   -8.68 eV
Orbital gap   8.7 eV
Net charge   0

One value per record, in order, for maximum force: 2.7 3.8 3.8 4.9 0.5 0.4 0.8 7.5 3.5 4.9 eV/Å.
One value per record, in order, for energy relative to the best compared isomer or geometry (same formula, charge and spin): 218.0 373.5 599.6 360.5 250.6 422.9 583.9 224.0 205.8 274.5 kJ/mol.